This record from the OMol25 dataset describes one molecule with the formula C5H11N3 in a non-equilibrium geometry. The level of theory is the ωB97M-V functional and the def2-TZVPD basis.

Geometry as XYZ:
```
19
Properties=species:S:1:pos:R:3
C -0.69907 2.11348 0.40448
C -1.09486 0.65690 0.03726
N -2.27282 0.20865 -0.25041
N -2.37451 -1.13569 -0.60278
C 0.14112 -0.16037 0.01170
C 0.39711 -1.40516 0.90946
C 1.24505 0.40549 -0.63983
N 2.50994 -0.06126 -0.50307
H -1.53683 2.78188 0.45822
H 0.07260 2.33359 -0.37438
H -0.30520 2.12658 1.47273
H -3.38658 -1.30614 -0.76147
H -1.66997 -1.43273 -1.22796
H -0.55889 -1.93723 1.06811
H 0.99446 -1.40799 1.84412
H 1.02354 -2.18312 0.27640
H 1.28608 1.28853 -1.29580
H 3.44997 0.01069 -1.02146
H 2.77888 -0.89610 0.19469
```

The value obtained for the HOMO energy is -7.42 eV. The energy comes out at -9830.6327 eV. As for the SMILES: CC(=N/N)/C(C)=C/N. As for the energy above the lowest of the compared OMol25 structures with the same formula, charge and spin: 3.273 eV. As for the multiplicity: 1. Its net charge is 0.